No. 1
Here is a structure of composition C30H54ClIrPSi in a non-equilibrium geometry from the Open Molecules 2025 dataset. Energies are from wB97M-V/def2-TZVPD.

Structure (XYZ):
```
88
Properties=species:S:1:pos:R:3:forces:R:3
Ir 0.063759 -1.312935 1.059903 2.21 1.89 -2.11
Cl 2.120535 -1.476211 2.260530 0.70 -0.08 0.72
P 0.918866 0.673421 0.175200 1.02 1.42 -0.71
C 0.080325 -3.272004 0.920293 -0.96 -2.02 -0.04
H -0.367392 -3.698347 0.011524 0.27 -0.29 0.58
H 0.887600 -3.803356 1.431029 -0.14 0.00 -0.39
C -0.288049 1.855584 -0.647069 0.19 -0.45 0.39
C 2.187201 0.151348 -1.083474 -0.22 0.25 0.40
C -0.872988 1.304731 -1.947043 -0.11 0.12 -0.28
H -1.105134 1.900851 0.091566 0.06 0.07 -0.14
C -2.066730 2.148476 -2.397453 0.03 -0.02 0.16
H -0.107830 1.303901 -2.737149 -0.21 0.03 0.19
H -1.195802 0.270666 -1.815378 -0.01 -0.08 -0.03
C -1.696619 3.624114 -2.557860 0.08 0.07 -0.12
H -2.455331 1.744026 -3.339677 0.00 0.12 0.14
H -2.864592 2.043450 -1.648825 0.07 0.01 -0.09
C -0.921577 4.188993 -1.359988 -0.12 -0.07 0.09
H -1.091284 3.742817 -3.466711 -0.02 -0.03 0.10
H -2.607034 4.214897 -2.708520 0.13 -0.02 -0.05
C 0.219697 3.281763 -0.884929 0.25 0.15 -0.07
H -0.509860 5.173486 -1.614156 -0.13 -0.11 0.06
H -1.616356 4.338207 -0.522237 0.06 -0.01 -0.07
H 1.012965 3.263687 -1.647573 -0.22 0.03 0.18
H 0.664973 3.706985 0.023030 -0.18 -0.08 -0.30
C 1.848355 1.648785 1.501002 0.01 -0.61 -0.21
C 2.610830 1.227306 -2.082986 0.22 0.14 -0.15
H 3.049794 -0.120298 -0.448244 -0.15 0.05 -0.12
C 3.803010 0.723964 -2.901487 0.02 -0.07 0.05
H 1.773315 1.456778 -2.757150 0.27 -0.09 0.13
H 2.884794 2.167023 -1.583520 -0.08 -0.30 -0.16
C 3.527014 -0.620621 -3.587781 -0.08 0.07 -0.14
H 4.068613 1.481255 -3.648773 0.06 -0.15 0.08
H 4.664454 0.617038 -2.227868 -0.07 0.03 -0.07
C 2.891526 -1.667800 -2.665564 0.01 0.07 0.21
H 2.864256 -0.451747 -4.446776 0.02 0.01 0.09
H 4.467025 -1.014306 -3.990054 -0.14 0.03 -0.04
C 1.738505 -1.109023 -1.825151 0.05 -0.13 -0.24
H 2.526282 -2.515913 -3.255142 0.13 0.07 0.05
H 3.652716 -2.056058 -1.975839 -0.05 0.02 -0.07
H 0.873802 -0.872816 -2.463184 0.17 -0.04 0.07
H 1.382134 -1.860210 -1.102095 0.27 0.13 -0.34
C 0.903696 2.386022 2.451534 -0.13 0.16 -0.02
H 2.306090 0.826624 2.079745 -0.20 0.34 -0.24
C 1.679988 2.963802 3.643581 0.10 -0.17 -0.03
H 0.390739 3.202449 1.922161 0.06 -0.10 0.13
H 0.121754 1.698457 2.806930 0.20 0.15 -0.04
C 2.893567 3.803895 3.223553 -0.07 0.09 -0.11
H 1.003598 3.571814 4.254730 0.11 -0.10 -0.01
H 2.022357 2.128778 4.270135 -0.05 0.08 -0.07
C 3.784100 3.110011 2.186722 -0.03 -0.19 0.10
H 2.546596 4.762694 2.815798 -0.01 -0.09 -0.01
H 3.495659 4.041810 4.107981 -0.11 0.04 -0.10
C 2.997337 2.527671 1.006946 -0.01 0.30 -0.19
H 4.532669 3.813508 1.803244 -0.06 -0.10 0.11
H 4.330873 2.290261 2.672712 -0.06 0.09 -0.04
H 2.609155 3.347849 0.384284 0.19 -0.13 0.14
H 3.684346 1.942457 0.379345 -0.16 0.15 0.16
C -1.366078 -0.384749 1.954164 -2.08 3.21 1.09
C -1.023732 -2.635972 1.933017 -0.85 -4.33 0.29
H -1.510328 0.634731 1.528877 0.32 -0.63 0.23
C -0.780208 -3.163931 3.333136 -0.02 0.68 -0.19
H -2.039078 -2.769996 1.549972 0.30 -0.30 0.12
C -1.807934 -2.674123 4.338113 0.16 -0.01 0.46
H -0.799211 -4.261459 3.253601 -0.03 0.07 -0.01
H 0.237367 -2.864687 3.624896 -0.29 -0.18 0.09
C -1.834455 -1.149471 4.348946 -0.51 -0.30 -0.07
H -2.802997 -3.061923 4.079048 0.12 0.09 0.04
H -1.564075 -3.061140 5.332703 0.00 -0.03 -0.07
C -2.380962 -0.627935 3.001619 -0.17 0.75 0.50
H -2.471911 -0.783467 5.164946 0.08 -0.13 -0.14
H -0.824844 -0.756638 4.525322 -0.14 -0.02 -0.08
H -3.173047 -1.285219 2.606066 -0.08 -0.05 0.40
H -2.857674 0.347415 3.193447 -0.05 -0.31 -0.05
C -4.568243 -2.300515 -2.792761 -0.02 0.19 -0.04
Si -3.121411 -3.141957 -1.950166 0.16 -0.25 0.22
C -3.762530 -4.142068 -0.484468 -0.10 -0.05 0.16
C -2.282715 -4.327619 -3.144336 0.11 0.07 -0.09
C -1.897948 -1.876378 -1.364792 -3.40 -2.56 -2.69
C -1.072780 -1.390332 -0.549687 3.20 3.31 2.32
H -5.242018 -3.036021 -3.253562 0.16 0.12 0.11
H -4.212168 -1.620948 -3.577740 -0.11 -0.12 0.12
H -5.149514 -1.709993 -2.072202 0.12 -0.09 -0.15
H -4.311085 -5.028359 -0.834120 0.08 0.16 0.08
H -2.939720 -4.486217 0.156974 -0.16 0.02 -0.15
H -4.444978 -3.543938 0.134869 0.14 -0.11 -0.10
H -1.859128 -3.779727 -3.996611 -0.07 -0.15 0.13
H -1.462276 -4.866141 -2.650430 -0.17 0.11 -0.10
H -2.992607 -5.071229 -3.532666 0.13 0.17 0.08
```
Forces are in eV/Å.

F_max: 5.2 eV Å⁻¹
Orbital gap (alpha / beta): 5.11 / 5.61 eV
Relative energy (zero: lowest compared OMol25 entry of this formula, charge and spin): 32.81 kcal per mole
Expectation value of S²: 8.770
Spin multiplicity: 6
E_tot: -64506.07668 eV

No. 2
Here is a cluster of 2 separate species, C5H11NO in total in a non-equilibrium geometry from the Open Molecules 2025 dataset. Energies are from wB97M-V/def2-TZVPD.

Structure (XYZ):
```
18
Properties=species:S:1:pos:R:3:forces:R:3
C 1.692338 -1.414441 -1.560772 0.03 -0.05 0.83
N 1.258117 -0.901550 -0.497579 0.13 0.69 0.38
C -0.109686 -0.655599 -0.306862 -0.70 -1.20 -0.73
C -0.879211 -1.534918 0.339731 -0.18 0.04 -0.17
C -0.644941 0.549995 -1.039610 1.50 0.67 1.94
C -0.237516 1.824896 -0.233699 0.11 0.13 -0.91
H 2.774614 -1.508810 -1.593150 -0.07 -0.26 -0.60
H 1.011475 -1.790083 -2.323682 0.21 -0.03 -0.37
H -1.939137 -1.345839 0.451020 0.00 0.02 -0.04
H -0.522090 -2.511335 0.642051 0.20 0.21 0.32
H -1.725294 0.487907 -1.062496 -0.05 -0.03 -0.74
H -0.065607 0.579591 -1.961790 -0.80 -0.05 -0.47
H 0.719883 1.698739 0.276367 -0.29 -0.16 0.24
H -1.041417 2.106936 0.435390 0.14 0.03 0.39
H -0.065289 2.662641 -0.913388 -0.25 0.05 -0.03
O 0.207694 0.897634 3.092441 -0.70 -0.64 -0.08
H -0.161905 0.439081 3.857429 0.31 0.28 0.31
H -0.272031 0.415155 2.398597 0.42 0.30 -0.28
```
Forces are in eV/Å.

F_max: 2.5 eV Å⁻¹
Structure (SMILES): C=NC(=C)CC.O
Orbital gap: 9.86 eV
Relative energy (zero: lowest compared OMol25 entry of this formula, charge and spin): 54.73 kcal per mole
E_tot: -8899.32404 eV

No. 3
Here is a structure of composition C5H9ClS in a non-equilibrium geometry from the Open Molecules 2025 dataset. Energies are from wB97M-V/def2-TZVPD.

Structure (XYZ):
```
16
Properties=species:S:1:pos:R:3:forces:R:3
C -1.783314 0.852333 -0.220175 0.35 1.38 -0.90
C -0.985672 -0.227692 0.406437 2.19 0.57 -0.39
C 0.557616 0.135926 0.351240 -2.28 1.83 0.28
C 1.210800 0.303026 -1.043975 -0.74 -1.21 0.51
C 1.389136 -0.990226 0.862428 1.11 -0.71 0.65
H -1.434808 0.999546 -1.306120 -0.55 -0.10 1.60
H -2.823910 0.561895 -0.231449 -0.37 0.32 -0.04
H -1.611576 1.794319 0.365549 -0.40 -0.64 -0.65
H -1.199986 -0.404742 1.459747 -0.37 -0.21 -0.12
H 0.663060 1.159548 0.902915 -0.02 -1.97 -0.56
H 0.658208 -0.165098 -1.854870 0.00 -0.61 0.10
H 1.351718 1.285593 -1.398238 0.69 1.31 0.08
H 0.912586 -1.972744 0.805230 0.02 0.18 -0.57
H 1.746104 -0.962235 1.888355 0.26 0.52 0.05
S 2.638280 -0.666312 -0.436687 0.22 -0.15 -0.20
Cl -1.288242 -1.703141 -0.550393 -0.11 -0.51 0.15
```
Forces are in eV/Å.

F_max: 2.9 eV Å⁻¹
Orbital gap: 9.51 eV
Relative energy (zero: lowest compared OMol25 entry of this formula, charge and spin): 5.53 kcal per mole
E_tot: -28687.96052 eV

No. 4
Here is the molecule C7H7N3S in a non-equilibrium geometry from the Open Molecules 2025 dataset. Energies are from wB97M-V/def2-TZVPD.

Structure (XYZ):
```
18
Properties=species:S:1:pos:R:3:forces:R:3
N -3.025461 -0.935656 -0.090305 -0.12 -0.06 0.04
C -1.746114 -0.392944 -0.047625 1.16 0.78 0.11
C -1.601028 1.006006 0.011268 0.66 0.93 0.18
C -0.348874 1.655056 0.046103 0.18 -1.19 -0.33
C 0.788129 0.846439 -0.110537 -0.19 0.02 0.54
N 2.178908 1.081884 -0.133035 -1.30 -1.14 0.22
C 2.863616 -0.084366 -0.056287 0.02 -1.04 0.35
S 4.481352 -0.344047 0.024599 0.57 0.20 -0.17
N 1.919487 -1.107547 0.033377 0.13 1.65 -0.57
C 0.668304 -0.545704 -0.070023 -1.56 -0.52 0.04
C -0.574581 -1.175826 -0.049860 -1.02 -0.01 -0.21
H -3.717525 -0.224397 0.123092 -0.03 -0.57 0.05
H -3.154499 -1.815155 0.404478 -0.03 0.46 -0.18
H -2.458063 1.681382 0.063566 -0.02 -0.48 0.08
H -0.278828 2.718690 0.254388 -0.03 -0.12 -0.37
H 2.615825 1.957898 -0.162213 0.71 1.03 0.01
H 2.133542 -2.067250 -0.152177 0.30 -0.12 0.10
H -0.744192 -2.254468 -0.088807 0.57 0.21 0.12
```
Forces are in eV/Å.

F_max: 1.7 eV Å⁻¹
Structure (SMILES): Nc1ccc2[nH]c(=S)[nH]c2c1
Orbital gap: 8.28 eV
Relative energy (zero: lowest compared OMol25 entry of this formula, charge and spin): 0.00 kcal per mole
E_tot: -22678.90643 eV